{"formula": "C4H11NO2", "method": "ωB97M-V/def2-TZVPD", "multiplicity": 1, "homo_ev": [-6.60, -6.19], "homo_lumo_gap_ev": [7.192, 6.795], "species": ["C", "C", "C", "C", "N", "O", "O", "H", "H", "H", "H", "H", "H", "H", "H", "H", "H", "H"], "xyz": [[-0.426, 0.709, 0.022], [-0.451, -0.634, -0.263], [1.539, -0.038, 0.758], [2.573, -0.179, -0.326], [-2.453, -0.148, -0.914], [-3.213, -0.698, 0.193], [-1.047, 1.224, 1.092], [-3.544, 0.092, 0.634], [-1.233, 2.158, 0.941], [-2.501, -0.916, -1.588], [-0.085, 1.408, -0.736], [-0.751, -1.368, 0.471], [-0.023, -0.959, -1.198], [1.442, -0.885, 1.432], [1.607, 0.882, 1.335], [2.478, -1.131, -0.854], [2.493, 0.622, -1.068], [3.596, -0.139, 0.070]], "lowdin_charge": [-0.307, -0.025, -0.131, -0.176, -0.097, -0.196, 0.045, 0.056, 0.125, 0.025, 0.145, 0.105, 0.102, 0.070, 0.061, 0.064, 0.067, 0.067]}

{"formula": "C4H11NO2", "method": "ωB97M-V/def2-TZVPD", "multiplicity": 1, "homo_ev": -8.98, "smiles": "CNC(C)=O.CO", "homo_lumo_gap_ev": 9.632, "species": ["C", "N", "C", "C", "O", "H", "H", "H", "H", "H", "H", "H", "C", "O", "H", "H", "H", "H"], "xyz": [[-0.312, -0.977, -1.781], [-0.838, -0.545, -0.480], [-0.112, -0.749, 0.645], [-0.714, -0.136, 1.864], [0.923, -1.369, 0.652], [0.570, -1.597, -1.519], [-1.030, -1.603, -2.326], [0.041, -0.151, -2.430], [-1.593, 0.100, -0.471], [-1.694, 0.278, 1.699], [0.007, 0.618, 2.207], [-0.720, -0.824, 2.692], [0.694, 0.975, -0.234], [1.637, 1.925, -0.530], [0.457, 0.276, -1.040], [1.075, 0.269, 0.597], [-0.381, 1.292, 0.029], [1.991, 2.218, 0.425]], "lowdin_charge": [-0.063, -0.069, -0.695, 0.010, 0.034, 0.116, 0.096, 0.109, 0.133, 0.086, 0.103, 0.090, -0.271, -0.084, 0.017, 0.105, 0.124, 0.159]}

{"formula": "C4H11NO2", "method": "ωB97M-V/def2-TZVPD", "multiplicity": 1, "homo_ev": -9.09, "smiles": "C=N/C=C/C.O.O", "homo_lumo_gap_ev": 9.300, "species": ["C", "N", "C", "C", "C", "H", "H", "H", "H", "H", "H", "H", "O", "H", "H", "O", "H", "H"], "xyz": [[-4.030, 0.299, 1.928], [-3.074, 0.430, 1.006], [-2.091, -0.652, 0.727], [-1.099, -0.237, -0.002], [-0.176, -1.428, -0.321], [-4.178, -0.429, 2.736], [-4.592, 1.250, 1.977], [-2.518, -1.566, 1.030], [-0.802, 0.711, -0.455], [-0.671, -1.836, -1.178], [-0.210, -2.331, 0.221], [0.853, -1.305, -0.653], [3.112, 3.651, -2.526], [2.393, 2.962, -2.430], [3.691, 3.253, -3.218], [4.875, -0.833, 0.596], [4.601, -0.838, -0.349], [3.919, -1.098, 0.910]], "lowdin_charge": [-0.052, -0.044, -0.180, -0.111, -0.115, 0.062, 0.056, 0.100, 0.116, 0.059, 0.051, 0.060, -0.100, 0.056, 0.045, -0.117, 0.031, 0.085]}

{"formula": "C4H11NO2", "method": "ωB97M-V/def2-TZVPD", "multiplicity": 1, "homo_ev": -8.31, "smiles": "C[C@H](O)CO.C=N", "homo_lumo_gap_ev": 8.668, "species": ["C", "C", "O", "C", "O", "H", "H", "H", "H", "H", "H", "H", "H", "C", "N", "H", "H", "H"], "xyz": [[0.166, 0.083, 2.361], [0.354, 0.205, 0.856], [0.581, 1.476, 0.478], [-1.082, -0.500, 0.104], [-0.926, -1.883, -0.127], [1.095, 0.383, 2.851], [-0.625, 0.750, 2.698], [-0.066, -0.939, 2.655], [1.129, -0.498, 0.498], [0.660, 1.533, -0.675], [-1.512, -0.052, -0.791], [-1.824, -0.309, 0.887], [-0.604, -2.298, 0.681], [0.424, 0.016, -2.408], [0.720, 1.211, -2.069], [0.215, -0.291, -3.433], [0.685, -0.825, -1.787], [0.609, 1.938, -2.778]], "lowdin_charge": [-0.067, -0.474, -0.137, -0.206, -0.098, 0.079, 0.080, 0.071, 0.117, 0.073, 0.088, 0.093, 0.081, -0.021, 0.066, 0.088, 0.071, 0.097]}

{"formula": "C4H11NO2", "method": "ωB97M-V/def2-TZVPD", "multiplicity": 1, "homo_ev": -7.92, "smiles": "CC=O.CCNO", "homo_lumo_gap_ev": 8.929, "species": ["C", "C", "O", "H", "H", "H", "H", "C", "C", "N", "O", "H", "H", "H", "H", "H", "H", "H"], "xyz": [[-1.160, -2.299, 0.208], [-0.183, -1.364, 0.870], [-0.353, -0.921, 2.020], [-1.809, -2.797, 0.925], [-0.646, -2.996, -0.453], [-1.839, -1.662, -0.364], [0.865, -1.502, 0.529], [1.909, 1.153, -0.171], [0.541, 1.792, -0.259], [-0.544, 0.739, -0.855], [-1.835, 0.616, -0.305], [2.185, 0.665, -1.106], [1.922, 0.445, 0.655], [2.671, 1.902, 0.046], [0.194, 2.188, 0.692], [0.520, 2.541, -1.051], [-0.384, 0.155, -1.671], [-2.054, 1.346, 0.291]], "lowdin_charge": [-0.061, -0.339, -0.010, 0.084, 0.074, 0.060, 0.102, -0.114, -0.165, -0.127, -0.115, 0.075, 0.055, 0.074, 0.106, 0.090, 0.112, 0.099]}

{"formula": "C4H11NO2", "method": "ωB97M-V/def2-TZVPD", "multiplicity": 1, "homo_ev": -8.05, "smiles": "C=C/C=C/N.O.O", "homo_lumo_gap_ev": 8.932, "species": ["C", "C", "C", "C", "N", "H", "H", "H", "H", "H", "H", "H", "O", "H", "H", "O", "H", "H"], "xyz": [[-1.541, -2.200, -0.423], [-0.401, -1.588, -0.714], [-0.001, -0.423, -1.517], [0.922, 0.420, -1.036], [1.469, 1.497, -1.710], [-1.394, -3.103, 0.158], [-2.553, -1.929, -0.679], [0.432, -2.035, -0.180], [-0.295, -0.297, -2.550], [1.307, 0.274, -0.032], [2.391, 1.750, -1.389], [1.297, 1.466, -2.699], [1.131, 1.323, 2.479], [1.471, 2.184, 2.222], [0.217, 1.307, 2.154], [-1.542, 0.219, 1.785], [-1.734, -0.471, 1.134], [-1.290, -0.266, 2.580]], "lowdin_charge": [-0.034, -0.221, -0.121, -0.220, 0.053, 0.056, 0.060, 0.100, 0.098, 0.107, 0.085, 0.083, -0.074, 0.032, -0.001, -0.060, 0.003, 0.052]}

{"formula": "C4H11NO2", "method": "ωB97M-V/def2-TZVPD", "multiplicity": 1, "homo_ev": -9.25, "smiles": "CC(=O)O.CCN", "homo_lumo_gap_ev": 9.907, "species": ["C", "C", "O", "O", "H", "H", "H", "H", "C", "C", "N", "H", "H", "H", "H", "H", "H", "H"], "xyz": [[-0.618, 1.474, -2.744], [-0.420, 0.036, -2.314], [-0.334, -0.879, -3.078], [-0.473, -0.097, -0.967], [-1.283, 1.567, -3.598], [0.316, 1.921, -3.089], [-0.962, 2.059, -1.907], [-0.879, -0.946, -0.755], [1.102, 0.523, 1.874], [0.400, 0.193, 3.200], [0.216, -1.297, 3.262], [1.581, 1.494, 1.841], [0.271, 0.613, 1.174], [1.619, -0.390, 1.600], [1.009, 0.385, 4.077], [-0.596, 0.611, 3.336], [0.326, -1.616, 4.213], [-0.694, -1.579, 2.925]], "lowdin_charge": [0.011, -0.562, 0.110, 0.068, 0.088, 0.088, 0.074, 0.125, -0.103, -0.314, -0.039, 0.065, 0.037, 0.068, 0.092, 0.093, 0.048, 0.050]}

{"formula": "C4H11NO2", "method": "ωB97M-V/def2-TZVPD", "multiplicity": 1, "homo_ev": -9.64, "smiles": "CCN(C)C=O.O", "homo_lumo_gap_ev": 10.415, "species": ["C", "C", "N", "C", "C", "O", "H", "H", "H", "H", "H", "H", "H", "H", "H", "O", "H", "H"], "xyz": [[0.569, -1.614, -1.297], [-0.757, -1.510, -0.527], [-0.936, -0.180, 0.038], [-1.517, 0.898, -0.725], [-0.238, 0.191, 1.155], [-0.241, 1.316, 1.618], [0.519, -0.922, -2.136], [0.778, -2.576, -1.768], [1.411, -1.407, -0.641], [-0.853, -2.209, 0.301], [-1.519, -1.647, -1.292], [-1.656, 0.597, -1.763], [-0.893, 1.794, -0.743], [-2.489, 1.249, -0.367], [0.260, -0.675, 1.624], [2.606, 0.879, 0.217], [2.306, 1.252, 1.050], [1.790, 0.779, -0.253]], "lowdin_charge": [-0.075, -0.212, -0.155, -0.053, -0.359, 0.019, 0.076, 0.074, 0.062, 0.116, 0.114, 0.087, 0.090, 0.093, 0.146, -0.043, 0.032, -0.012]}

{"formula": "C4H11NO2", "method": "ωB97M-V/def2-TZVPD", "multiplicity": 1, "homo_ev": -9.56, "smiles": "C[C@H](O)CNCO", "homo_lumo_gap_ev": 10.461, "species": ["C", "C", "O", "C", "N", "C", "O", "H", "H", "H", "H", "H", "H", "H", "H", "H", "H", "H"], "xyz": [[0.098, 2.772, -0.292], [0.111, 1.355, 0.409], [1.348, 1.086, 1.194], [-0.212, 0.144, -0.465], [-0.464, -1.191, 0.212], [0.054, -2.432, -0.422], [-0.450, -3.587, 0.335], [-0.960, 2.995, -0.460], [0.545, 3.538, 0.366], [0.841, 2.636, -1.091], [-0.577, 1.339, 1.293], [1.359, 0.080, 1.319], [-1.102, 0.442, -1.145], [0.766, 0.269, -1.050], [-1.496, -1.305, 0.280], [1.050, -2.399, -0.188], [-0.244, -2.454, -1.504], [-0.666, -3.286, 1.210]], "lowdin_charge": [-0.033, -0.436, -0.111, -0.194, -0.066, -0.236, -0.067, 0.078, 0.080, 0.079, 0.131, 0.099, 0.140, 0.142, 0.119, 0.080, 0.136, 0.060]}

{"formula": "C4H11NO2", "method": "ωB97M-V/def2-TZVPD", "multiplicity": 1, "homo_ev": -9.37, "smiles": "CCNC(C)=O.O", "homo_lumo_gap_ev": 10.009, "species": ["C", "C", "N", "C", "C", "O", "H", "H", "H", "H", "H", "H", "H", "H", "H", "O", "H", "H"], "xyz": [[1.764, -0.139, 0.554], [0.872, 1.024, 0.452], [-0.599, 0.734, 0.226], [-1.212, 0.108, -0.842], [-0.340, 0.096, -2.032], [-2.286, -0.454, -0.804], [2.566, 0.048, 1.138], [1.212, -1.037, 0.789], [2.140, -0.316, -0.469], [1.216, 1.745, -0.313], [0.886, 1.546, 1.427], [-1.168, 0.627, 1.037], [-1.054, 0.277, -2.838], [0.034, -0.914, -2.149], [0.448, 0.846, -2.036], [-1.090, -1.441, 1.737], [-1.382, -1.093, 2.714], [-2.007, -1.656, 1.410]], "lowdin_charge": [-0.094, -0.234, 0.045, -0.578, -0.008, 0.040, 0.038, 0.073, 0.083, 0.110, 0.118, 0.093, 0.092, 0.095, 0.072, -0.134, 0.133, 0.056]}

{"formula": "C4H11NO2", "method": "ωB97M-V/def2-TZVPD", "multiplicity": 2, "s_squared": 0.756, "charge": 1, "homo_ev": [-14.46, -14.41], "homo_lumo_gap_ev": [10.953, 5.071], "species": ["C", "C", "N", "H", "H", "H", "H", "H", "H", "H", "H", "C", "C", "O", "O", "H", "H", "H"], "xyz": [[-0.002, 1.847, 0.741], [-0.863, 1.072, 1.709], [1.268, 1.220, 0.521], [-0.519, 2.060, -0.206], [0.114, 2.874, 1.102], [-0.316, 0.808, 2.614], [-1.342, 0.182, 1.298], [0.845, 0.208, -0.946], [2.073, 1.855, 0.543], [1.487, 0.461, 1.174], [-1.688, 1.676, 2.092], [-0.591, -2.316, -1.933], [0.381, -1.739, -0.952], [0.518, -2.182, 0.153], [1.109, -0.627, -1.322], [-0.140, -2.398, -2.925], [-1.467, -1.680, -2.027], [-0.867, -3.320, -1.637]], "lowdin_charge": [-0.222, -0.051, 0.245, 0.164, 0.160, 0.096, 0.092, 0.043, 0.173, 0.157, 0.102, 0.030, -0.516, 0.130, 0.100, 0.100, 0.098, 0.099]}

{"formula": "C4H11NO2", "method": "ωB97M-V/def2-TZVPD", "multiplicity": 2, "s_squared": 0.786, "charge": 1, "homo_ev": [-14.72, -14.72], "homo_lumo_gap_ev": [10.305, 5.429], "species": ["C", "C", "N", "C", "C", "O", "H", "H", "H", "H", "H", "H", "H", "H", "H", "H", "H", "O"], "xyz": [[-1.241, 0.324, -0.408], [0.101, 1.022, 0.169], [1.131, 0.212, 0.657], [0.917, -1.288, 0.900], [-0.176, -1.329, 1.957], [0.234, 2.269, 0.336], [-1.794, 0.246, 0.586], [-1.839, 1.046, -1.030], [-0.939, -0.563, -1.035], [1.994, 0.632, 0.337], [1.930, -1.373, 1.330], [0.783, -2.109, 0.078], [0.131, -1.961, 2.938], [-1.078, -1.684, 1.693], [-0.358, -0.317, 2.505], [-0.230, 2.009, -4.273], [0.026, 1.392, -2.957], [0.407, 1.472, -3.785]], "lowdin_charge": [0.054, -0.339, 0.180, -0.138, -0.093, 0.200, 0.115, 0.112, 0.112, 0.180, 0.133, 0.184, 0.155, 0.021, 0.127, 0.059, -0.048, -0.014]}

{"formula": "C4H11NO2S", "method": "ωB97M-V/def2-TZVPD", "multiplicity": 1, "homo_ev": -9.26, "smiles": "N[C@@H](C=O)CCS.O", "homo_lumo_gap_ev": 9.682, "species": ["N", "C", "C", "O", "C", "C", "S", "H", "H", "H", "H", "H", "H", "H", "H", "H", "O", "H", "H"], "xyz": [[1.264, -0.131, 0.250], [0.122, -1.021, 0.600], [0.661, -1.976, 1.644], [0.351, -3.134, 1.647], [-1.120, -0.209, 1.036], [-2.043, 0.109, -0.146], [-2.791, -1.417, -0.854], [0.995, 0.592, -0.403], [1.638, 0.180, 1.133], [-0.087, -1.627, -0.273], [1.388, -1.627, 2.404], [-1.758, -0.652, 1.799], [-0.665, 0.674, 1.489], [-1.481, 0.471, -0.962], [-2.835, 0.718, 0.195], [-2.198, -2.318, -0.066], [3.088, 3.727, -3.416], [3.299, 3.727, -2.474], [2.171, 3.912, -3.604]], "lowdin_charge": [0.040, -0.380, -0.227, 0.069, -0.225, -0.517, 0.706, 0.071, 0.058, 0.114, 0.130, 0.112, 0.110, 0.040, 0.051, -0.152, -0.059, 0.035, 0.024]}